Record 1
Density functional theory data (ωB97M-V/def2-TZVPD) for the molecule C5H11NO.

The geometry in XYZ format:
```
18
Properties=species:S:1:pos:R:3
C 1.92509 -1.22892 0.28186
C 0.45088 -1.49365 0.01709
N -0.34013 -0.33179 0.39935
C -1.71776 -0.27623 -0.04612
C -0.69672 0.62663 -0.63234
C -0.58177 2.09766 -0.22666
O -0.06626 2.24791 1.07015
H 2.53694 -2.09046 -0.00372
H 2.08503 -1.02719 1.34579
H 2.27195 -0.35760 -0.28462
H 0.28675 -1.75848 -1.04245
H 0.10423 -2.34139 0.61989
H -2.08208 -1.09588 -0.66727
H -2.43232 0.10986 0.67864
H -0.37804 0.38627 -1.64821
H 0.06021 2.61896 -0.95075
H -1.57341 2.56817 -0.27857
H 0.14740 1.34614 1.36794
```

Calculated values
SMILES: CCN1C[C@H]1CO
E_tot, eV: -8899.6594
Net charge: 0

Record 2
Density functional theory data (ωB97M-V/def2-TZVPD) for a cluster of 2 separate species, C5H8O in total.

The geometry in XYZ format:
```
14
Properties=species:S:1:pos:R:3
O -0.82979 2.18484 -1.17967
C 0.04401 1.74734 -0.53578
C -1.39185 0.01143 0.38754
C -0.67491 -0.83280 -0.34871
C 0.49080 -1.58500 0.17477
C 1.20638 1.46449 0.01654
H -1.09180 0.27077 1.40199
H -2.29633 0.46507 0.00823
H -0.06690 -2.47366 0.47556
H -0.99512 -1.12629 -1.34750
H 1.25739 -1.85982 -0.55671
H 0.95229 -1.13753 1.06048
H 1.36906 0.92816 0.93839
H 2.02679 1.94300 -0.49513
```

Calculated values
SMILES: C=C=O.C=CC
E_tot, eV: -7359.7423
Net charge: 0

Listing relative energy (zero: lowest compared OMol25 entry of this formula, charge and spin) for the structures above in their given order: 47.0, 58.0 kcal per mole.
Listing Kohn-Sham gap for the structures above in their given order: 10.73, 9.88 eV.
Listing HOMO level for the structures above in their given order: -9.6, -8.8 eV.